(1)
Below is one molecule with the formula C10H19ClN2O, with properties calculated with ωB97M-V with the def2-TZVPD basis set.

Bonds (Å) are listed after each position.
Cartesian coordinates (Å):
1 C -1.30153 -3.18677 0.92056  C2 1.327, H15 1.076, H16 1.091
2 C -0.21436 -2.63912 0.39149  C1 1.327, C3 1.520, C4 1.564
3 C -0.07537 -1.28539 -0.28555  C2 1.520, N11 1.338, O13 1.216
4 C 1.08809 -3.49478 0.25982  C2 1.564, H17 1.179, H18 1.118, H19 1.132
5 C 2.49136 1.44179 2.01684  C8 1.460, H20 1.156, H21 1.167, H22 1.119
6 C -0.52025 2.37799 -2.22675  N12 1.461, H23 1.098, H24 1.084, H25 1.128
7 C -2.07512 0.46104 -2.00341  N12 1.438, H26 1.084, H27 1.130, H28 1.113
8 C 1.07379 1.16872 1.79846  C5 1.460, C9 1.498, H29 1.141, H30 1.105
9 C 0.77215 1.52588 0.37490  C8 1.498, C10 1.743, H31 1.182, H32 1.041
10 C -0.80687 1.01490 -0.15735  C9 1.743, N11 1.454, N12 1.357, Cl14 1.887
11 N -0.91060 -0.38034 0.23839  C3 1.338, C10 1.454, H33 1.026
12 N -0.93889 1.18363 -1.49744  C6 1.461, C7 1.438, C10 1.357
13 O 0.56204 -1.18206 -1.31575  C3 1.216
14 Cl -1.98384 2.00732 0.93384  C10 1.887
15 H -1.31755 -4.19740 1.29088  C1 1.076
16 H -2.18759 -2.61418 1.19719  C1 1.091
17 H 0.96739 -4.63631 0.52844  C4 1.179
18 H 1.74870 -2.91531 0.95176  C4 1.118
19 H 1.24150 -3.53485 -0.86109  C4 1.132
20 H 2.69352 2.56952 1.86252  C5 1.156
21 H 3.07291 1.15430 2.98697  C5 1.167
22 H 3.21299 1.05631 1.25307  C5 1.119
23 H -1.06034 3.28019 -1.91165  C6 1.098
24 H 0.50770 2.72181 -2.20690  C6 1.084
25 H -0.80791 2.36157 -3.31706  C6 1.128
26 H -2.20655 -0.53741 -1.60146  C7 1.084
27 H -2.98689 1.07351 -1.73585  C7 1.130
28 H -2.00363 0.25624 -3.09555  C7 1.113
29 H 0.80609 0.06553 1.90843  C8 1.141
30 H 0.41674 1.80785 2.41635  C8 1.105
31 H 1.43882 1.11131 -0.50889  C9 1.182
32 H 0.85624 2.56374 0.38702  C9 1.041
33 H -1.55274 -0.59923 1.00777  N11 1.026

Properties
ΔE to the lowest compared entry with this formula, charge and spin (kcal/mol): 65.1
LUMO energy (eV): 0.74
Structure (SMILES): C=C(C)C(=O)N[C@@](Cl)(CCC)N(C)C
Frontier orbital gap (eV): 9.469
2S+1: 1

---

(2)
Below is a 2-piece molecular cluster, C10H19FN3 overall, with properties calculated with ωB97M-V with the def2-TZVPD basis set.

Bonds (Å) are listed after each position.
Cartesian coordinates (Å):
1 C -2.85328 2.22124 -0.11997  C2 1.384, N11 1.366, H15 1.043
2 C -2.18667 3.27696 -0.71825  C1 1.384, N12 1.351, H16 1.031
3 C -0.85186 2.19662 0.60625  N11 1.309, N12 1.369, H31 1.041
4 C 0.68763 -2.94196 -1.25851  C10 1.623, H17 1.105, H18 1.032, H19 1.045
5 C 2.49184 -1.14033 -0.65152  C10 1.539, H20 1.130, H21 1.042, H22 1.027
6 C 1.86059 -2.82668 1.01460  C10 1.557, H23 1.015, H24 1.086, H25 1.044
7 C 0.05506 4.29031 -0.61711  N12 1.466, H26 1.090, H27 1.135, H28 1.040
8 C -0.98577 -1.61660 1.08482  C9 1.513, N13 1.291, H30 1.115
9 C 0.23838 -0.96751 0.47690  C8 1.513, C10 1.553, F14 1.394, H29 1.096
10 C 1.28546 -1.94117 -0.12908  C4 1.623, C5 1.539, C6 1.557, C9 1.553
11 N -1.99663 1.57219 0.72261  C1 1.366, C3 1.309, H32 1.123
12 N -0.90908 3.23860 -0.28060  C2 1.351, C3 1.369, C7 1.466
13 N -2.03076 -0.87584 1.24844  C8 1.291, H33 0.979
14 F -0.22033 -0.23685 -0.61773  C9 1.394
15 H -3.87334 2.00381 -0.08974  C1 1.043
16 H -2.51892 3.97068 -1.40511  C2 1.031
17 H 0.55568 -3.95050 -0.82788  C4 1.105
18 H 1.45474 -2.98494 -1.94786  C4 1.032
19 H -0.20668 -2.55180 -1.63383  C4 1.045
20 H 3.46676 -1.69860 -0.52619  C5 1.130
21 H 2.35947 -0.74085 -1.60447  C5 1.042
22 H 2.62099 -0.31715 -0.05044  C5 1.027
23 H 2.06464 -3.65918 0.47045  C6 1.015
24 H 1.04195 -3.06192 1.68839  C6 1.086
25 H 2.62451 -2.42844 1.60463  C6 1.044
26 H 0.42632 4.67068 0.33465  C7 1.090
27 H 0.95012 3.74839 -1.05793  C7 1.135
28 H -0.32801 4.75301 -1.46645  C7 1.040
29 H 0.72772 -0.21007 1.10062  C9 1.096
30 H -0.97963 -2.72721 1.18700  C8 1.115
31 H 0.00515 1.85387 1.08797  C3 1.041
32 H -2.16646 0.46627 0.82142  N11 1.123
33 H -2.80956 -1.38503 1.55391  N13 0.979

Properties
Charge: +1
ΔE to the lowest compared entry with this formula, charge and spin (kcal/mol): 0.0
LUMO energy (eV): -3.27
Frontier orbital gap (eV): 9.773
2S+1: 1

---

(3)
Below is one molecule with the formula C10H19ISi, with properties calculated with ωB97M-V with the def2-TZVPD basis set.

Bonds (Å) are listed after each position.
Cartesian coordinates (Å):
1 C 0.82406 -2.05740 -3.16315  C3 1.341, H13 1.065, H14 0.992
2 C -1.06489 -3.57471 0.88465  C4 1.332, H15 1.052, H16 1.006
3 C 0.00477 -1.77218 -2.14074  C1 1.341, C8 1.560, H17 1.087
4 C -0.07978 -2.70260 1.09443  C2 1.332, C9 1.531, H18 1.149
5 C -1.33828 2.46600 0.33492  C10 1.542, H19 1.142, H20 1.059, H21 1.041
6 C 0.36859 2.02269 2.01404  C10 1.533, H22 1.163, H23 1.120, H24 1.011
7 C 1.01339 2.70547 -0.25465  C10 1.573, H25 1.186, H26 1.178, H27 1.180
8 C -0.33495 -0.31544 -1.69666  C3 1.560, Si11 1.883, H28 1.170, H29 1.173
9 C -0.29085 -1.23943 1.49143  C4 1.531, Si11 1.877, H30 1.090, H31 1.176
10 C 0.02514 1.77562 0.54024  C5 1.542, C6 1.533, C7 1.573, Si11 1.877
11 Si 0.13679 -0.04719 0.10604  C8 1.883, C9 1.877, C10 1.877, I12 2.894
12 I 2.97854 -0.54826 -0.11246  Si11 2.894
13 H 1.17183 -3.03339 -3.40922  C1 1.065
14 H 1.14414 -1.36625 -3.79799  C1 0.992
15 H -0.72289 -4.56411 0.77992  C2 1.052
16 H -2.02123 -3.26201 0.87152  C2 1.006
17 H -0.52988 -2.57538 -1.64099  C3 1.087
18 H 0.98748 -3.00914 1.39080  C4 1.149
19 H -2.02516 1.61154 0.65434  C5 1.142
20 H -1.53987 3.33669 0.90244  C5 1.059
21 H -1.49598 2.59001 -0.68688  C5 1.041
22 H 1.43779 1.80816 2.41941  C6 1.163
23 H -0.44444 1.45532 2.53464  C6 1.120
24 H 0.21323 2.97850 2.30580  C6 1.011
25 H 1.96938 2.14192 -0.67268  C7 1.186
26 H 0.50032 3.18456 -1.20022  C7 1.178
27 H 1.45043 3.59522 0.38616  C7 1.180
28 H -1.46612 -0.09001 -1.89526  C8 1.170
29 H 0.31951 0.50578 -2.21850  C8 1.173
30 H 0.22834 -0.83957 2.36295  C9 1.090
31 H -1.41943 -1.18041 1.81564  C9 1.176

Properties
<S²>: 2.005
LUMO energy (spin up / spin down) (eV): 0.57 / -3.42
Frontier orbital gap (spin up / spin down) (eV): 5.337 / 5.657
2S+1: 3

---

(4)
Below is one molecule with the formula C10H19N2P, with properties calculated with ωB97M-V with the def2-TZVPD basis set.

Bonds (Å) are listed after each position.
Cartesian coordinates (Å):
1 C -1.41122 0.42413 1.05570  C2 1.500, C3 1.388, C5 1.532
2 C 0.06441 0.69398 1.05239  C1 1.500, C4 1.363, C6 1.542
3 C -1.88130 -0.69833 0.38911  C1 1.388, C7 1.506, N11 1.403
4 C 0.99930 -0.02827 0.37313  C2 1.363, C8 1.504, P13 1.662
5 C -2.35223 1.39609 1.77383  C1 1.532, H14 1.028, H15 1.141, H16 1.054
6 C 0.55861 1.74485 2.06713  C2 1.542, H17 1.139, H18 1.094, H19 1.091
7 C -3.21762 -1.34440 0.64513  C3 1.506, H20 1.157, H21 1.002, H22 1.099
8 C 2.44084 0.37929 0.50380  C4 1.504, H23 1.095, H24 1.212, H25 1.112
9 C 1.42082 0.33259 -3.05781  N12 1.467, H26 1.132, H27 1.073, H28 1.119
10 C 1.46216 -2.42325 -1.27899  P13 1.817, H29 1.068, H30 1.111, H31 1.001
11 N -1.06367 -1.47140 -0.44874  C3 1.403, P13 1.580
12 N 0.25206 -0.30260 -2.43819  C9 1.467, P13 1.775, H32 1.010
13 P 0.40396 -1.01944 -0.82098  C4 1.662, C10 1.817, N11 1.580, N12 1.775
14 H -2.46103 2.28097 1.26131  C5 1.028
15 H -1.97647 1.75088 2.79069  C5 1.141
16 H -3.25660 0.86465 1.87344  C5 1.054
17 H 1.03457 1.17931 2.93326  C6 1.139
18 H -0.28202 2.37552 2.37162  C6 1.094
19 H 1.39062 2.28768 1.61531  C6 1.091
20 H -3.25685 -1.88303 1.66812  C7 1.157
21 H -3.39719 -2.10966 0.02439  C7 1.002
22 H -3.95966 -0.54069 0.53841  C7 1.099
23 H 2.94273 0.12042 1.44224  C8 1.095
24 H 2.61338 1.55580 0.26734  C8 1.212
25 H 3.10017 -0.10585 -0.24873  C8 1.112
26 H 1.65170 1.31108 -2.53739  C9 1.132
27 H 2.31772 -0.25489 -3.10595  C9 1.073
28 H 1.28515 0.55317 -4.14627  C9 1.119
29 H 0.91841 -2.83719 -2.10028  C10 1.068
30 H 2.28517 -1.80428 -1.69600  C10 1.111
31 H 1.72440 -2.92523 -0.45410  C10 1.001
32 H -0.35035 0.49808 -2.31292  N12 1.010

Properties
ΔE to the lowest compared entry with this formula, charge and spin (kcal/mol): 10.2
LUMO energy (eV): 0.80
Structure (SMILES): CN[P@]1(C)=NC(C)=C(C)C(C)=C1C
Frontier orbital gap (eV): 8.047
2S+1: 1

---

Question: 2S+1 of number 1 (C10H19ClN2O)?
Answer: 1